Record 1
A cluster of 2 separate species, C4H9N in total at a distorted geometry. Source: OMol25; level of theory: ωB97M-V/def2-TZVPD.

Values from the calculation:
2S+1 = 1
Kohn-Sham gap = 6.0 eV
energy relative to the best compared isomer or geometry (same formula, charge and spin) = 739.26 kJ/mol
HOMO level = -0.27655 Ha

Positions of all 14 atoms, in Å:
C (-1.07594, 1.11455, 1.22430)
N (-0.28917, 0.33924, -1.80180)
C (0.34091, 0.13493, -0.66085)
C (-0.75383, -0.08288, 0.63743)
C (1.29584, -1.10422, -0.57721)
H (-1.30422, -0.94109, 0.28549)
H (-0.32471, 1.62413, 1.79324)
H (-1.87717, 1.83848, 1.05649)
H (-1.16376, 0.75685, -2.05253)
H (0.96649, 0.91657, -0.19506)
H (-0.16040, -0.63552, 2.07965)
H (0.71099, -1.90021, -0.11070)
H (2.20248, -0.85803, -0.02035)
H (1.43249, -1.20282, -1.65809)

Record 2
A cluster of 2 separate species, C4H9N in total. Source: OMol25; level of theory: ωB97M-V/def2-TZVPD.

Values from the calculation:
structure (SMILES) = CN1C=C1.C
2S+1 = 1
Kohn-Sham gap = 9.5 eV
energy relative to the best compared isomer or geometry (same formula, charge and spin) = 359.10 kJ/mol
HOMO level = -0.30679 Ha

Positions of all 14 atoms, in Å:
C (2.04624, -0.07123, -0.46481)
N (0.78444, -0.46779, 0.17219)
C (0.33883, 0.46176, 1.24806)
C (0.87445, -0.62564, 1.64917)
H (2.71455, 0.48625, 0.21012)
H (2.56395, -0.97010, -0.81750)
H (1.82004, 0.55444, -1.33564)
H (-0.19786, 1.39243, 1.32884)
H (1.16514, -1.38280, 2.35807)
C (-2.42030, 0.12204, -0.86701)
H (-3.17948, -0.21526, -0.15619)
H (-2.31036, 1.20805, -0.78901)
H (-2.73830, -0.13078, -1.88189)
H (-1.46134, -0.36136, -0.65439)

Record 3
An isolated molecule of C4H9N at a distorted geometry. Source: OMol25; level of theory: ωB97M-V/def2-TZVPD.

Values from the calculation:
structure (SMILES) = C/C=C/CN
2S+1 = 1
Kohn-Sham gap = 10.3 eV
energy relative to the best compared isomer or geometry (same formula, charge and spin) = 81.43 kJ/mol
HOMO level = -0.33679 Ha

Positions of all 14 atoms, in Å:
C (-2.02651, -1.26159, 0.23544)
C (-0.59695, -1.02765, -0.21060)
C (-0.01750, 0.15743, -0.34068)
C (1.40939, 0.62264, -0.41368)
N (1.52048, 1.97064, 0.20273)
H (-2.55671, -1.86687, -0.49774)
H (-2.47491, -0.27186, 0.34674)
H (-1.98864, -1.83718, 1.15737)
H (0.04791, -1.90833, -0.33933)
H (-0.76774, 0.95765, -0.25971)
H (1.68644, 0.65280, -1.47950)
H (2.14483, -0.05367, 0.04054)
H (2.49977, 2.08962, 0.43169)
H (1.12014, 1.77637, 1.12673)

Record 4
An isolated molecule of C4H9N at a distorted geometry. Source: OMol25; level of theory: ωB97M-V/def2-TZVPD.

Values from the calculation:
structure (SMILES) = CC/C=C/N
2S+1 = 1
Kohn-Sham gap = 9.4 eV
energy relative to the best compared isomer or geometry (same formula, charge and spin) = 95.54 kJ/mol
HOMO level = -0.30276 Ha

Positions of all 14 atoms, in Å:
C (0.80190, 0.14999, -2.28431)
C (-0.09204, -0.52517, -1.23843)
C (0.33784, -0.11477, 0.15248)
C (-0.48535, -0.15154, 1.19971)
N (-0.54515, 0.65629, 2.36682)
H (0.31432, 0.25442, -3.25509)
H (1.13704, 1.11274, -1.92102)
H (1.67650, -0.46951, -2.48739)
H (-0.03452, -1.59854, -1.46129)
H (-1.16055, -0.33733, -1.31972)
H (1.40296, 0.08207, 0.22993)
H (-1.46840, -0.57196, 0.97510)
H (-1.45443, 0.55418, 2.79868)
H (0.09901, 0.42341, 3.11675)

Record 5
An isolated molecule of C4H9N at a distorted geometry. Source: OMol25; level of theory: ωB97M-V/def2-TZVPD.

Values from the calculation:
structure (SMILES) = C=CCNC
2S+1 = 1
Kohn-Sham gap = 9.5 eV
energy relative to the best compared isomer or geometry (same formula, charge and spin) = 167.04 kJ/mol
HOMO level = -0.30658 Ha

Positions of all 14 atoms, in Å:
C (2.21113, -0.40306, -0.56528)
C (1.40922, 0.32618, 0.18674)
C (-0.01066, 0.84787, -0.27571)
N (-0.91262, -0.28202, -0.47473)
C (-1.99392, -0.39471, 0.56771)
H (3.16711, -0.40148, -0.04483)
H (2.11369, -0.84129, -1.55572)
H (1.65840, 0.79024, 1.13394)
H (-0.43219, 1.47861, 0.54019)
H (0.20291, 1.43205, -1.16067)
H (-0.46282, -1.15123, -0.71366)
H (-2.61955, 0.45049, 0.33036)
H (-2.60288, -1.30929, 0.39373)
H (-1.72783, -0.54236, 1.63792)

Record 6
The ion C4H9N2 with charge +1 at a distorted geometry. Source: OMol25; level of theory: ωB97M-V/def2-TZVPD.

Values from the calculation:
structure (SMILES) = C=C=[NH+]CCN
2S+1 = 1
Kohn-Sham gap = 9.9 eV
energy relative to the best compared isomer or geometry (same formula, charge and spin) = 317.71 kJ/mol
net charge = +1
HOMO level = -0.52263 Ha

Positions of all 15 atoms, in Å:
C (-0.39112, 2.81733, -1.87374)
C (-0.28764, 1.78490, -1.06239)
N (-0.14125, 0.62483, -0.49482)
C (-0.69001, 0.06646, 0.72334)
C (0.29514, -1.11523, 1.15124)
N (0.86277, -1.65773, -0.08277)
H (0.24535, 3.66645, -1.74203)
H (-1.28016, 2.71285, -2.62367)
H (0.49465, 0.00229, -1.05314)
H (-1.76284, -0.30766, 0.46054)
H (-0.82941, 0.96017, 1.50609)
H (-0.12720, -1.91833, 1.68450)
H (1.22201, -0.89833, 1.78185)
H (0.62990, -2.62919, -0.09141)
H (1.86566, -1.49755, -0.11963)

Record 7
A structure of composition C4H9N2 at a distorted geometry. Source: OMol25; level of theory: ωB97M-V/def2-TZVPD.

Values from the calculation:
2S+1 = 1
Kohn-Sham gap = 11.3 eV
energy relative to the best compared isomer or geometry (same formula, charge and spin) = 232.29 kJ/mol
net charge = +1
HOMO level = -0.54526 Ha

Positions of all 15 atoms, in Å:
C (1.14261, -0.52074, 0.99333)
C (-0.73766, -0.31978, 0.34942)
C (-1.20254, -0.74255, -1.11528)
C (0.83716, 1.77364, -0.12605)
N (0.55507, 0.43740, 0.34341)
N (0.11224, -1.38671, 1.02936)
H (2.12247, -0.44493, 1.35318)
H (-1.65230, -0.03580, 0.88429)
H (-0.36054, -1.07252, -1.68788)
H (-1.84652, -0.02198, -1.69036)
H (-1.78104, -1.66080, -0.86521)
H (1.90790, 2.22387, 0.17348)
H (0.79584, 1.80631, -1.21790)
H (-0.04309, 2.31345, 0.18360)
H (0.15041, -2.34884, 1.39263)

Record 8
The ion C4H9N2 with charge +1 at a distorted geometry. Source: OMol25; level of theory: ωB97M-V/def2-TZVPD.

Values from the calculation:
2S+1 = 1
Kohn-Sham gap (alpha / beta) = 9.4 / 6.5 eV
energy relative to the best compared isomer or geometry (same formula, charge and spin) = 721.25 kJ/mol
net charge = +1
HOMO level (alpha / beta) = -0.53636 / -0.49527 Ha

Positions of all 15 atoms, in Å:
C (-0.07200, -1.13349, -1.83317)
C (0.40757, 0.11343, -0.04525)
C (0.63017, -1.21616, 0.85916)
C (-1.27691, 1.46558, 0.87108)
N (-0.88414, 0.40437, 0.13247)
N (0.71763, -0.27001, -1.43905)
H (-0.07206, -1.59625, -2.75607)
H (1.25398, 0.86522, 0.27682)
H (1.48280, -1.17298, 1.40061)
H (0.66837, -1.98897, 0.07673)
H (-0.37060, -1.37831, 1.38302)
H (-2.33715, 1.50858, 0.89163)
H (-0.78547, 1.69915, 1.78978)
H (-0.90537, 2.35470, 0.15438)
H (1.54318, 0.34514, -1.76213)

Record 9
The ion C4H9N2 with charge +1 at a distorted geometry. Source: OMol25; level of theory: ωB97M-V/def2-TZVPD.

Values from the calculation:
structure (SMILES) = C[NH2+][C@]12C[C@H]1N2
2S+1 = 1
Kohn-Sham gap = 8.9 eV
energy relative to the best compared isomer or geometry (same formula, charge and spin) = 497.27 kJ/mol
net charge = +1
HOMO level = -0.46826 Ha

Positions of all 15 atoms, in Å:
C (-0.59335, 1.25035, -1.45414)
N (0.49544, 0.60648, -0.64275)
C (0.11169, -0.47143, 0.22893)
C (-0.90040, -0.41250, 1.31557)
C (0.54976, -1.07277, 1.46702)
N (0.47647, -1.86362, 0.27766)
H (-1.25518, 2.03147, -0.87171)
H (-0.02368, 1.73901, -2.22551)
H (-1.19053, 0.39187, -1.71754)
H (1.22121, 1.19081, -0.06408)
H (1.16511, 0.20749, -1.35437)
H (-1.66486, -1.16643, 1.39879)
H (-0.99187, 0.53808, 1.75079)
H (1.32927, -0.78454, 2.14230)
H (1.27091, -2.18426, -0.25097)

Record 10
A structure of composition C4H9N2 at a distorted geometry. Source: OMol25; level of theory: ωB97M-V/def2-TZVPD.

Values from the calculation:
2S+1 = 1
Kohn-Sham gap = 10.0 eV
energy relative to the best compared isomer or geometry (same formula, charge and spin) = 240.60 kJ/mol
net charge = +1
HOMO level = -0.52934 Ha

Positions of all 15 atoms, in Å:
C (0.34482, 0.92233, -1.00944)
C (-0.90327, 0.19047, -1.38016)
C (-0.96705, -0.18399, 0.01444)
C (1.38785, 0.56999, 1.19264)
N (0.39767, 0.44733, 0.16164)
N (-0.93369, -1.48512, 0.37466)
H (1.06547, 1.51223, -1.58554)
H (-1.77605, 0.72174, -1.74575)
H (-0.67314, -0.68916, -2.02064)
H (-1.58972, 0.33551, 0.64826)
H (1.30221, -0.39899, 1.64053)
H (1.33894, 1.36021, 1.97339)
H (2.38053, 0.68223, 0.77194)
H (-0.64034, -2.24966, -0.31261)
H (-0.73421, -1.73513, 1.27665)

Record 11
The ion C4H9N2 with charge +1 at a distorted geometry. Source: OMol25; level of theory: ωB97M-V/def2-TZVPD.

Values from the calculation:
structure (SMILES) = C1CN2C[C@@H]2[NH2+]1
2S+1 = 1
Kohn-Sham gap = 11.0 eV
energy relative to the best compared isomer or geometry (same formula, charge and spin) = 366.66 kJ/mol
net charge = +1
HOMO level = -0.53574 Ha

Positions of all 15 atoms, in Å:
C (1.11302, 0.14248, 0.50296)
C (0.13901, 1.23509, 0.59122)
N (-1.09479, 0.89148, -0.08163)
C (-1.59376, -0.47291, 0.15593)
C (-0.62067, -0.58311, -0.96726)
N (0.77333, -0.66348, -0.74120)
H (2.08541, 0.58346, 0.42221)
H (1.09759, -0.51631, 1.40636)
H (0.66491, 2.04237, 0.04257)
H (-0.06892, 1.61901, 1.54789)
H (-2.62342, -0.69248, 0.05255)
H (-1.11245, -0.93260, 1.03498)
H (-0.95733, -0.88783, -1.96032)
H (0.97828, -1.59599, -0.50880)
H (1.21978, -0.16919, -1.49746)

Record 12
A structure of composition C4H9N2 at a distorted geometry. Source: OMol25; level of theory: ωB97M-V/def2-TZVPD.

Values from the calculation:
2S+1 = 1
Kohn-Sham gap (alpha / beta) = 6.7 / 6.7 eV
energy relative to the best compared isomer or geometry (same formula, charge and spin) = 498.55 kJ/mol
net charge = +1
HOMO level (alpha / beta) = -0.50571 / -0.50584 Ha

Positions of all 15 atoms, in Å:
C (-0.85463, 1.55009, 0.14083)
C (-0.72807, -0.30974, -0.46939)
C (-0.96941, -1.57399, 0.31272)
C (2.82121, 0.46065, 0.03359)
N (0.12691, 0.69466, 0.17304)
N (-1.76390, 0.73561, -0.41758)
H (-0.92925, 2.57358, 0.45635)
H (-0.42168, -0.51178, -1.49768)
H (-0.08132, -2.19866, 0.27440)
H (-1.79625, -2.12579, -0.12348)
H (-1.19474, -1.34867, 1.35063)
H (2.76290, -0.19911, -0.81397)
H (2.97633, 1.51499, -0.11946)
H (2.82042, 0.06355, 1.03348)
H (-2.76851, 0.67461, -0.33348)